Entry from OMol25: C44H63MoN5O2P2S3 as an isolated structure in a non-equilibrium geometry (ωB97M-V/def2-TZVPD).

The frontier orbital gap (spin up / spin down) is 4.94 / 5.53 eV. The lowest unoccupied orbital energy (spin up / spin down) comes out at -13.34 / -12.68 eV. As for the total energy: -4082.842485 hartree.

```
! wB97M-V def2-TZVPD RIJCOSX def2/J DEFGRID3
* xyz 4 3
Mo -0.4776 -0.1513 -0.3636
C -1.8938 -3.0848 1.6828
C -1.4415 -1.8276 2.3143
N -1.1163 -0.7184 1.6635
C -0.9869 0.3375 2.5517
C -1.1120 -0.0040 3.8680
S -1.4698 -1.6644 4.0281
C -1.0299 1.6626 1.9770
C -1.2740 2.8396 2.6288
S -1.6019 4.0966 1.5202
C -1.4073 2.9793 0.2245
N -1.0815 1.7467 0.5933
C -1.6331 3.4228 -1.1634
H -1.8020 -3.0254 0.5978
H -2.9412 -3.2524 1.9382
H -1.3378 -3.9393 2.0669
H -1.0472 0.6390 4.7248
H -1.3160 3.0156 3.6851
H -2.7045 3.4560 -1.3702
H -1.1688 2.7315 -1.8591
H -1.2609 4.4328 -1.3217
O -0.4207 -2.0235 -0.8722
P -0.4511 -3.0131 -2.0779
C -1.4651 -2.0965 -3.3411
C -2.7044 -1.4634 -2.6994
C -3.4259 -0.5468 -3.6969
C -3.4698 -1.1397 -5.1192
C -3.2150 -2.6410 -5.1119
C -1.8084 -2.9472 -4.5822
C 1.3230 -3.0521 -2.5827
C 2.1872 -3.3257 -1.3466
C 3.6379 -3.4801 -1.7944
C 3.7905 -4.7732 -2.6130
C 2.4695 -5.2203 -3.2467
C 1.6458 -4.0276 -3.7287
C -1.0547 -4.7312 -1.7360
C -0.4020 -5.3899 -0.5064
C -1.3175 -6.4694 0.0894
C -1.9712 -7.2596 -1.0338
C -2.9077 -6.3722 -1.8572
C -2.5783 -4.8820 -1.7029
H -0.8099 -1.2667 -3.6470
H -2.4003 -0.8532 -1.7951
H -3.3945 -2.2350 -2.3579
H -2.9284 0.4242 -3.7238
H -4.4415 -0.3764 -3.3404
H -2.7198 -0.6678 -5.7555
H -4.4403 -0.9344 -5.5684
H -3.2985 -3.0244 -6.1285
H -3.9724 -3.1489 -4.5142
H -1.0718 -2.7319 -5.3588
H -1.7382 -4.0132 -4.3656
H 1.5165 -2.0174 -2.9104
H 1.8927 -4.2533 -0.8620
H 2.0558 -2.5114 -0.6197
H 4.2947 -3.5177 -0.9259
H 3.9312 -2.6130 -2.3907
H 4.1529 -5.5745 -1.9717
H 4.5389 -4.6203 -3.3876
H 1.8915 -5.8108 -2.5354
H 2.6759 -5.8737 -4.0926
H 0.7347 -4.3771 -4.2178
H 2.2211 -3.4983 -4.4888
H -0.7102 -5.2570 -2.6351
H -0.1513 -4.6434 0.2489
H 0.5187 -5.8913 -0.8028
H -2.0915 -6.0333 0.7218
H -0.7184 -7.1308 0.7145
H -2.5240 -8.1057 -0.6254
H -1.1895 -7.6922 -1.6661
H -3.9459 -6.5305 -1.5600
H -2.8444 -6.6518 -2.9094
H -2.9789 -4.5016 -0.7624
H -3.0507 -4.3407 -2.5223
C 3.5408 2.7698 1.9021
N 3.6005 1.3542 2.2160
C 4.6800 0.7278 1.4730
N 4.4285 0.8883 0.0507
C 4.3684 2.2989 -0.2790
N 3.3022 2.9372 0.4778
C 1.9929 2.5516 0.0802
P 1.6783 0.6873 0.3536
C 2.3554 0.6782 2.1423
C 3.3256 0.1218 -0.4254
H 4.4940 3.2368 2.1593
H 2.7453 3.2516 2.4742
H 4.7535 -0.3298 1.7346
H 5.6224 1.2186 1.7288
H 4.1971 2.4305 -1.3491
H 5.3187 2.7667 -0.0139
H 1.8444 2.7718 -0.9839
H 1.2591 3.1184 0.6665
H 2.4749 -0.3622 2.4643
H 1.6265 1.1732 2.7929
H 3.2405 0.2262 -1.5135
H 3.5011 -0.9324 -0.1832
O -0.1104 0.6373 -2.2335
S 1.0093 1.2497 -3.1810
C 1.1048 0.2256 -4.6625
C 0.1149 0.2037 -5.6365
C 0.3609 -0.4518 -6.8317
C 1.5902 -1.0523 -7.0638
C 2.5707 -1.0359 -6.0829
C 2.3325 -0.3956 -4.8772
C 0.2304 2.6939 -3.9179
C -1.1328 2.7752 -4.1635
C -1.6486 3.9190 -4.7462
C -0.8057 4.9695 -5.0757
C 0.5566 4.8807 -4.8256
C 1.0847 3.7335 -4.2537
H -0.8288 0.7031 -5.4903
H -0.3972 -0.4502 -7.6001
H 1.7855 -1.5153 -8.0189
H 3.5301 -1.4913 -6.2731
H 3.0986 -0.3592 -4.1160
H -1.7944 1.9660 -3.8892
H -2.7054 3.9848 -4.9503
H -1.2144 5.8507 -5.5396
H 1.2108 5.6985 -5.0753
H 2.1496 3.6448 -4.0975
*
```

Mulliken population analysis, charges in e, atoms 1 to 4: atom 1 (Mo): -0.817, atom 2 (C): -0.719, atom 3 (C): 0.197, atom 4 (N): 0.197